A 5-piece molecular cluster, C18H27BrO15 overall, computed with ωB97M-V/def2-TZVPD.

Each atom is followed by the atoms it is bonded to, with distances in Å.
Cartesian coordinates (Å):
1 C 2.69 -1.09 3.13  C2 1.529, H11 1.090, H12 1.091, H13 1.095
2 C 1.55 -0.06 3.10  C1 1.529, C3 1.526, H14 1.091, H15 1.094
3 C 0.58 -0.37 1.97  C2 1.526, C4 1.532, H16 1.094, H17 1.095
4 C -0.63 0.56 1.79  C3 1.532, C5 1.520, H18 1.100, H19 1.093
5 C -1.43 0.93 3.02  C4 1.520, Br6 1.941, O7 1.419, H20 1.089
6 Br -0.63 2.34 4.09  C5 1.941
7 O -1.62 -0.18 3.89  C5 1.419, C8 1.369
8 C -2.42 -1.17 3.40  O7 1.369, O9 1.183, O10 1.356
9 O -2.07 -2.30 3.37  C8 1.183
10 O -3.66 -0.73 3.08  C8 1.356, H21 0.979
11 H 3.41 -0.86 2.35  C1 1.090
12 H 3.18 -1.11 4.11  C1 1.091
13 H 2.30 -2.09 2.94  C1 1.095
14 H 1.03 -0.07 4.06  C2 1.091
15 H 1.99 0.93 2.95  C2 1.094
16 H 0.23 -1.40 2.07  C3 1.094
17 H 1.15 -0.33 1.03  C3 1.095
18 H -1.34 0.05 1.12  C4 1.100
19 H -0.35 1.48 1.28  C4 1.093
20 H -2.40 1.34 2.74  C5 1.089
21 H -3.77 -0.64 2.11  O10 0.979
22 C 5.21 -0.93 -2.30  C23 1.518, O27 1.435, H28 1.086, H29 1.091
23 C 6.00 -1.49 -1.14  C22 1.518, O24 1.435, H30 1.091, H31 1.084
24 O 5.51 -0.70 -0.05  C23 1.435, C25 1.346
25 C 4.30 -0.21 -0.37  O24 1.346, O26 1.193, O27 1.350
26 O 3.58 0.37 0.38  C25 1.193
27 O 4.01 -0.46 -1.67  C22 1.435, C25 1.350
28 H 4.96 -1.66 -3.07  C22 1.086
29 H 5.71 -0.07 -2.76  C22 1.091
30 H 5.78 -2.54 -0.95  C23 1.091
31 H 7.07 -1.34 -1.23  C23 1.084
32 C -7.42 -0.42 -0.99  C33 1.519, O37 1.438, H38 1.086, H39 1.090
33 C -7.28 0.76 -0.05  C32 1.519, O34 1.438, H40 1.090, H41 1.085
34 O -6.17 0.36 0.78  C33 1.438, C35 1.340
35 C -5.45 -0.54 0.10  O34 1.340, O36 1.198, O37 1.341
36 O -4.37 -0.95 0.43  C35 1.198
37 O -6.08 -0.94 -1.02  C32 1.438, C35 1.341
38 H -7.72 -0.16 -2.00  C32 1.086
39 H -8.08 -1.19 -0.59  C32 1.090
40 H -7.00 1.68 -0.57  C33 1.090
41 H -8.15 0.94 0.58  C33 1.085
42 C -4.64 -0.61 -3.85  C43 1.518, O47 1.431, H48 1.087, H49 1.089
43 C -3.97 -1.34 -5.00  C42 1.518, O44 1.433, H50 1.091, H51 1.086
44 O -5.06 -2.07 -5.56  C43 1.433, C45 1.352
45 C -6.22 -1.47 -5.23  O44 1.352, O46 1.187, O47 1.357
46 O -7.29 -1.74 -5.67  C45 1.187
47 O -5.99 -0.49 -4.31  C42 1.431, C45 1.357
48 H -4.23 0.38 -3.66  C42 1.087
49 H -4.64 -1.19 -2.93  C42 1.089
50 H -3.58 -0.66 -5.76  C43 1.091
51 H -3.19 -2.03 -4.69  C43 1.086
52 C 6.63 2.89 1.49  C53 1.519, O57 1.431, H58 1.086, H59 1.091
53 C 5.98 3.14 0.14  C52 1.519, O54 1.435, H60 1.091, H61 1.086
54 O 6.86 2.44 -0.75  C53 1.435, C55 1.352
55 C 7.50 1.48 -0.05  O54 1.352, O56 1.191, O57 1.346
56 O 8.13 0.59 -0.53  C55 1.191
57 O 7.29 1.63 1.27  C52 1.431, C55 1.346
58 H 5.92 2.79 2.31  C52 1.086
59 H 7.38 3.64 1.74  C52 1.091
60 H 4.99 2.70 0.07  C53 1.091
61 H 5.94 4.19 -0.14  C53 1.086

- Gap between HOMO and LUMO: 0.36730 Eh
- SMILES string: CCCC[C@H](Br)OC(=O)O.O=C1OCCO1.O=C1OCCO1.O=C1OCCO1.O=C1OCCO1
- LUMO level: 0.22 eV
- Highest occupied orbital energy: -0.3592 Ha
- DFT total energy: -119859.5566 eV
- Molecular weight: 563.30 g mol⁻¹
- Spin multiplicity: 1